1 | {
  "formula": "C3H5FS",
  "method": "ωB97M-V/def2-TZVPD",
  "symbols": ["H", "H", "S", "C", "H", "H", "H", "C", "F", "C"],
  "positions_angstrom": [[-1.00, 0.43, -1.10], [-1.63, -0.05, 1.22], [1.41, 0.96, -0.58], [-0.59, 0.33, 1.08], [1.19, -1.38, -0.48], [-0.57, 1.36, 1.40], [0.51, -0.87, -2.09], [0.66, -0.62, -1.03], [0.26, -0.44, 1.95], [-0.22, 0.27, -0.37]],
  "gap_ev": 9.804,
  "homo_ev": -8.88,
  "smiles": "FC[C@@H]1CS1"
}


2 | {
  "formula": "C3H5FS",
  "method": "ωB97M-V/def2-TZVPD",
  "symbols": ["H", "C", "H", "C", "S", "F", "H", "H", "H", "C"],
  "positions_angstrom": [[-0.29, -2.91, 0.19], [-0.17, -1.95, -0.25], [0.48, 3.11, -0.03], [-0.16, 1.14, 0.10], [0.24, -0.87, 1.10], [-1.32, 0.99, -0.53], [1.50, 1.99, 0.84], [-1.26, -1.67, -0.53], [0.34, -1.97, -1.21], [0.63, 2.14, 0.32]],
  "gap_ev": 9.164,
  "homo_ev": -8.83
}


Stability comparison, relative energies in eV: 1 0.000; 2 1.331